No. 1
Formula: C8H12CdF12N2O10S4
Source: OMol25
Level of theory: ωB97M-V with the def2-TZVPD basis set

For the HOMO energy, the calculation gives -11.024 eV. Its molar mass is 764.84 g/mol. The largest force on an atom is 3.8 eV/Å. Its spin multiplicity is 1.

Element x y z (Å)
F 1.67 -4.02 28.62
O 4.93 -6.05 30.62
S 7.64 -0.32 30.65
O 3.31 -0.34 31.24
H 2.36 0.41 33.56
C 3.08 -3.09 34.08
C 2.32 -3.96 29.76
O 4.09 -2.07 33.87
F 2.28 -5.11 30.40
O 6.92 -4.67 30.18
O 7.57 -1.46 29.81
H 3.13 -3.77 33.23
O 8.93 0.11 31.06
O 5.60 0.31 33.94
C 6.25 -5.02 32.64
F 5.23 -5.44 33.41
S 5.71 -4.89 30.88
H 1.53 -1.97 33.15
H 4.26 1.34 32.02
H 4.30 -1.62 34.70
O 7.47 1.59 33.06
H 2.69 -0.42 30.52
N 6.54 -0.53 31.85
F 7.16 -1.74 34.76
C 3.26 1.04 31.71
H 3.28 -3.68 34.97
O 4.03 -2.03 29.11
C 2.28 1.22 32.83
F 5.62 0.83 29.46
H 3.09 1.68 30.84
F 8.51 -0.09 35.19
F 6.63 -3.81 33.08
S 6.85 0.33 33.22
C 7.96 -0.79 34.22
O 4.58 -4.23 28.41
H 1.60 -1.72 34.89
C 1.71 -2.47 34.11
F 7.25 -5.87 32.74
Cd 4.86 -1.70 31.91
F 7.57 1.12 28.51
F 8.86 -1.39 33.46
H 0.92 -3.21 34.19
N 4.77 -3.52 30.97
F 7.03 2.24 30.29
H 1.24 1.23 32.51
H 2.51 2.15 33.36
F 1.75 -3.03 30.56
C 6.92 1.08 29.66
S 4.07 -3.42 29.45

natural (NBO) population analysis, charges in e, atoms 1 to 4: F -0.284; O -0.900; S 2.247; O -0.825


No. 2
Formula: C8H12Cl20
Source: OMol25
Level of theory: ωB97M-V with the def2-TZVPD basis set

For the HOMO energy, the calculation gives -9.139 eV. For the relative energy (zero: lowest compared OMol25 entry of this formula, charge and spin), the calculation gives 355.4 kcal per mole. Its molar mass is 817.24 g/mol. The largest force on an atom is 7.3 eV/Å. Its spin multiplicity is 1.

Element x y z (Å)
Cl 3.18 0.40 1.60
H -2.54 0.69 1.43
Cl 4.10 2.92 0.53
H 0.47 2.87 -1.64
Cl -2.21 0.54 3.69
C -2.55 -0.17 2.10
Cl -1.31 -1.40 1.68
Cl 2.06 0.63 4.48
H 1.89 2.06 0.69
H 0.63 -0.37 -4.76
Cl -0.92 -2.21 -1.06
Cl 2.25 -1.14 -1.33
Cl 0.45 0.93 2.02
H -0.27 -0.58 -0.94
H -0.21 0.17 4.08
Cl -0.54 0.16 -2.78
Cl 0.78 -3.01 0.36
C 0.72 0.03 3.53
H 1.42 -0.86 0.92
Cl 0.08 4.81 -2.93
Cl -1.93 2.91 -2.00
C 2.78 2.09 1.31
Cl 2.41 2.94 2.79
H -0.17 -0.21 0.74
Cl -1.24 -1.90 -4.71
C 0.09 -0.97 -4.03
C -2.56 -2.86 -0.73
Cl 3.33 -2.11 1.25
Cl -2.06 0.97 -0.34
Cl 0.89 1.46 -0.68
H -3.53 -0.66 2.09
C -0.38 0.24 -0.23
H -2.48 -3.75 -0.10
H -2.99 -3.11 -1.70
Cl -3.55 -1.71 0.20
Cl 0.95 -1.72 3.12
C 1.89 -1.65 0.34
H -0.03 2.50 -3.26
Cl 1.32 -2.06 -3.31
C -0.25 3.14 -2.41

natural (NBO) population analysis, charges in e, atoms 1 to 4: Cl 0.011; H 0.242; Cl 0.015; H 0.211


No. 3
Formula: C8H12Cl2InN2O3SSc
Source: OMol25
Level of theory: ωB97M-V with the def2-TZVPD basis set

For the HOMO energy (spin up / spin down), the calculation gives -23.243 / -23.197 eV. For the relative energy (zero: lowest compared OMol25 entry of this formula, charge and spin), the calculation gives 0.0 kcal per mole. Its molar mass is 446.94 g/mol. The largest force on an atom is 6.1 eV/Å. Its total charge is +4. Its spin multiplicity is 1.

Element x y z (Å)
C -0.25 0.27 1.50
H 0.37 -2.91 2.20
Cl 4.69 -0.62 -1.93
Cl 1.71 -2.56 -3.37
C -1.61 -1.50 2.63
O 4.76 1.96 -4.71
Sc 2.79 -0.51 -3.25
In 0.70 0.59 -1.48
H -2.51 -1.43 1.98
H 0.00 2.93 1.14
H -0.90 2.46 -0.35
C 0.66 -1.97 1.74
C 4.04 1.11 -4.43
O 2.30 -0.71 -6.71
C -2.50 1.24 2.16
H -2.64 0.35 2.77
H 0.86 -2.14 0.67
O -2.81 -0.57 -2.06
H -1.76 3.21 1.02
H -3.35 1.34 1.47
H 1.59 -1.63 2.22
S 1.34 0.71 0.91
N -0.42 -1.01 1.93
C -0.95 2.51 0.76
H -2.47 2.11 2.83
H -1.46 -2.57 2.85
C -1.78 -0.10 -1.91
N -1.25 1.19 1.38
C 2.60 -0.74 -5.59
H -1.75 -1.01 3.61

Mulliken population analysis, charges in e, atoms 1 to 4: C 0.399; H 0.342; Cl -0.203; Cl -0.090


No. 4
Formula: C8H12Cl3IO3S
Source: OMol25
Level of theory: ωB97M-V with the def2-TZVPD basis set

For the HOMO energy, the calculation gives -9.505 eV. Its molar mass is 421.51 g/mol. The largest force on an atom is 0.7 eV/Å. As for the SMILES: O=C1O[C@@H](CCCI)[C@](S)(Cl)O1.ClCCCl. Its spin multiplicity is 1.

Element x y z (Å)
C 1.26 -2.32 1.06
H -3.01 5.60 -1.98
C 2.39 -1.71 1.89
H -4.27 4.62 -2.75
C 0.17 -1.36 0.64
Cl -2.14 3.88 0.17
Cl -4.99 5.52 -0.70
H 3.35 -3.66 1.74
C 0.36 -0.61 -0.69
H 2.03 1.01 -0.56
C -3.15 3.57 -1.26
H 2.67 -0.74 1.47
C -3.77 4.83 -1.81
O -1.10 -3.55 -1.51
H 4.15 -2.55 2.88
O -1.00 -2.16 0.29
H 1.68 -2.85 0.19
H 0.76 -3.07 1.67
Cl -0.69 0.86 -0.68
H 2.06 -1.55 2.91
C -0.79 -2.54 -0.99
H -2.50 3.13 -2.02
H -0.16 -0.72 1.46
H -3.91 2.85 -0.98
C 3.62 -2.62 1.93
O -0.13 -1.51 -1.65
I 5.09 -2.17 0.44
S 2.04 -0.17 -1.17

natural (NBO) population analysis, charges in e, atoms 1 to 4: C -0.440; H 0.223; C -0.440; H 0.224


No. 5
Formula: C8H12F18KO6P3
Source: OMol25
Level of theory: ωB97M-V with the def2-TZVPD basis set

For the HOMO energy (spin up / spin down), the calculation gives -8.586 / -8.584 eV. For the relative energy (zero: lowest compared OMol25 entry of this formula, charge and spin), the calculation gives 6.6 kcal per mole. Its molar mass is 678.16 g/mol. The largest force on an atom is 4.0 eV/Å. Its total charge is -1. The expectation value of S² is 0.754. Its spin multiplicity is 2.

Element x y z (Å)
K 1.37 0.43 1.25
F -0.95 1.24 5.53
C 1.15 -3.65 -2.90
H -5.18 1.88 -2.51
H 0.07 -3.55 -2.89
F 0.03 4.48 2.29
H -5.28 0.20 -3.05
F 4.15 3.21 2.84
F 4.44 1.57 0.11
O 2.46 -1.34 -0.81
P 4.31 2.36 1.52
F 0.61 1.61 3.87
F 0.21 -0.66 6.11
C 1.78 -4.56 -1.85
O -2.86 0.83 -1.10
H 1.10 -5.29 -1.41
H -4.24 -1.91 -0.49
F 5.82 2.06 1.84
P -1.18 3.93 1.19
O 2.21 -3.58 -0.89
F -2.27 3.50 0.03
H 1.46 -3.17 -5.01
C -3.83 -1.27 -1.28
P 0.31 0.50 5.01
O -2.44 -1.29 -1.05
F 1.71 -0.31 4.41
O 1.52 -2.35 -2.55
O -0.84 0.05 -0.20
F 4.86 3.68 0.81
H 2.68 -5.07 -2.19
H -4.09 -1.77 -2.21
F 2.85 2.74 1.02
F 1.06 1.40 6.16
C 2.08 -2.37 -1.32
H 1.38 -4.97 -4.63
F -0.70 -0.20 3.94
F -1.71 2.81 2.32
C 1.63 -3.96 -4.29
H -4.89 0.44 -0.37
F 3.80 1.13 2.35
C -4.16 0.28 -1.16
H 2.72 -3.87 -4.31
F -0.54 4.94 0.07
C -4.66 0.92 -2.52
F -0.11 2.80 0.59
H -3.87 1.05 -3.26
C -1.95 -0.10 -0.75
F -2.02 5.23 1.72

natural (NBO) population analysis, charges in e, atoms 1 to 4: K 0.964; F -0.594; C 0.046; H 0.229


No. 6
Formula: C8H12FO4Tl
Source: OMol25
Level of theory: ωB97M-V with the def2-TZVPD basis set

For the HOMO energy, the calculation gives -15.801 eV. For the relative energy (zero: lowest compared OMol25 entry of this formula, charge and spin), the calculation gives 58.6 kcal per mole. Its molar mass is 395.56 g/mol. The largest force on an atom is 3.5 eV/Å. Its total charge is +2. Its spin multiplicity is 1.

Element x y z (Å)
C -3.64 4.56 0.32
H 4.92 -3.13 2.02
C 5.30 -4.09 0.07
H 2.62 -2.01 0.53
C 4.74 -3.03 0.95
H -5.29 4.70 1.49
C 3.17 -3.67 -0.64
O -5.21 2.88 0.50
C -3.29 3.44 -0.59
H -3.15 3.89 -1.57
F 0.23 0.01 -2.36
H 5.40 -5.05 0.57
H 6.21 -3.64 -0.33
H 2.74 -3.52 1.40
O 2.22 -3.90 -1.38
O 4.39 -4.17 -0.94
C -4.57 3.91 1.29
H 5.32 -2.16 0.65
C 3.24 -2.90 0.65
C -4.48 2.57 -0.57
H -2.75 4.96 0.80
H -4.07 3.42 2.13
H -2.36 2.89 -0.44
H -4.20 5.39 -0.11
Tl -2.87 -2.94 -3.17
O -4.63 1.58 -1.29

natural (NBO) population analysis, charges in e, atoms 1 to 4: C -0.425; H 0.259; C -0.079; H 0.284


No. 7
Formula: C8H12INO2
Source: OMol25
Level of theory: ωB97M-V with the def2-TZVPD basis set

For the HOMO energy, the calculation gives -8.581 eV. For the relative energy (zero: lowest compared OMol25 entry of this formula, charge and spin), the calculation gives 0.0 kcal per mole. Its molar mass is 281.09 g/mol. The largest force on an atom is 1.9 eV/Å. As for the SMILES: CCCC(I)=C=C(C)OC(N)=O. Its spin multiplicity is 1.

Element x y z (Å)
H 0.97 -2.12 3.23
C -0.44 2.45 0.60
H 1.51 3.38 0.46
H 1.01 -3.54 -2.03
H -0.71 -3.52 -2.41
H 0.77 1.33 -0.78
C -0.62 -0.86 -0.97
H -0.62 2.14 -1.53
H -0.17 1.85 1.47
H 0.33 4.30 1.40
C -1.04 0.30 -0.56
H -1.47 2.78 0.70
C 0.46 3.68 0.52
C 0.15 -2.90 -2.20
H 0.23 4.27 -0.36
O 0.54 -0.64 1.21
C -0.28 1.58 -0.64
O 0.32 -2.66 0.19
N 0.70 -2.58 2.38
H 0.73 -3.58 2.33
C 0.53 -1.84 1.26
C -0.09 -2.05 -1.00
I -3.15 0.49 -0.20
H 0.34 -2.27 -3.07

natural (NBO) population analysis, charges in e, atoms 1 to 4: H 0.409; C -0.399; H 0.201; H 0.227


No. 8
Formula: C8H12INO2
Source: OMol25
Level of theory: ωB97M-V with the def2-TZVPD basis set

For the HOMO energy (spin up / spin down), the calculation gives -7.718 / -8.209 eV. For the relative energy (zero: lowest compared OMol25 entry of this formula, charge and spin), the calculation gives 150.6 kcal per mole. Its molar mass is 281.09 g/mol. The largest force on an atom is 3.9 eV/Å. Its spin multiplicity is 1.

Element x y z (Å)
H -0.85 1.81 -0.64
O 0.40 -0.68 1.37
N 2.66 -2.83 1.67
C -0.30 0.27 -1.80
H -2.47 1.45 -3.32
H -1.67 -0.41 -0.10
C 2.54 -1.79 2.34
H 2.99 1.06 3.29
C -2.50 1.57 -2.24
H -2.95 2.55 -2.12
O 0.00 -1.84 -0.55
H -0.22 0.09 -2.82
H -3.19 0.93 -1.79
H 1.08 1.15 3.73
I 2.27 -4.71 2.43
C 1.91 -0.80 2.78
H 0.70 0.39 -1.50
C 0.46 -1.63 0.63
C -1.09 1.65 -1.67
H 1.70 1.11 2.12
C 1.93 0.64 3.04
H -1.85 -1.40 -1.53
H -0.49 2.26 -2.26
C -1.07 -0.87 -1.03

natural (NBO) population analysis, charges in e, atoms 1 to 4: H 0.209; O -0.559; N -0.579; C -0.414